Molecular formula: C46H38BrGeN9O5RuS
Method: DFT, wB97M-V/def2-TZVPD

The charge is +3. The spin multiplicity is 6. As for the orbital gap (alpha / beta): 5.226 / 3.507 eV. For the HOMO energy (alpha / beta), the calculation gives -13.87 / -13.92 eV.

Last column: Mulliken spin population.
Element x y z (Å)
1 Ru -1.08568 -1.87643 -0.97687  2.595
2 Br 5.17450 -3.64453 -4.59304  -0.002
3 Ge 0.26481 1.82499 1.73241  0.570
4 S -3.16457 -2.12222 -2.84467  -0.003
5 O 1.01296 -0.52927 -1.57490  0.129
6 O 0.43637 -3.00550 -2.37760  0.019
7 O -0.07238 -0.45140 -3.98983  0.017
8 O -4.32299 -1.47224 -2.33213  0.005
9 O -2.74252 -3.32511 -2.11406  0.086
10 N 3.20214 0.91433 -0.32020  -0.025
11 N -1.82112 -1.13250 -2.72419  0.035
12 N -3.19279 -5.90277 2.82590  0.019
13 N -1.35298 -3.11686 0.63696  0.003
14 N -2.52971 -0.88662 -0.01064  -0.201
15 N 0.45303 -4.56505 0.42775  0.009
16 N 5.20320 0.50955 -1.25214  0.068
17 N -1.33932 -5.24596 1.66136  0.003
18 N -3.23586 -3.81964 1.87435  0.016
19 C -2.57372 -4.99005 2.11260  0.003
20 C -3.25345 -1.67461 0.81863  0.076
21 C 6.47242 2.96799 1.13953  0.021
22 C 1.23472 1.73286 4.49736  0.051
23 C -1.92121 -1.63383 -5.02362  -0.001
24 C 0.10571 -0.17296 1.97484  0.199
25 C 3.38777 -0.89964 -2.04576  0.027
26 C 3.89868 0.19806 -1.24534  0.095
27 C -4.49195 -1.29380 1.27952  0.003
28 C 4.11643 1.72285 0.32499  0.011
29 C 2.04844 -1.31864 -2.05385  0.082
30 C 2.76464 5.66101 4.62878  0.001
31 C -3.25974 4.00150 0.67442  0.013
32 C 2.39807 3.46313 5.70049  0.023
33 C -5.00242 -0.06574 0.86954  0.025
34 C -1.99238 3.42763 0.65301  0.049
35 C 1.57110 3.88880 3.43684  -0.150
36 C -2.43643 2.35753 2.77002  -0.012
37 C -1.58494 2.60372 1.69923  0.117
38 C 0.07584 -4.26770 -2.99104  0.002
39 C 5.37692 1.43258 -0.30923  0.203
40 C 2.59567 6.50499 3.56418  -0.001
41 C -1.60092 -1.60956 -6.36947  0.001
42 C -2.61204 -2.95760 1.14858  0.002
43 C -3.70072 2.93512 2.78692  0.007
44 C 2.64787 -3.25628 -3.36495  0.053
45 C 1.42418 4.78625 2.35472  -0.026
46 C 3.93920 -2.75227 -3.48187  -0.013
47 C -3.08145 -2.28578 -4.59728  0.011
48 C -4.24632 0.74675 0.03865  0.009
49 C -3.65367 -2.81417 -6.82680  0.003
50 C -0.76569 -4.32953 0.92246  0.014
51 C 4.03146 2.61556 1.36018  0.052
52 C 1.92503 6.05951 2.41107  0.031
53 C 4.32880 -1.63177 -2.78150  0.051
54 C 6.57336 2.07381 0.11584  0.119
55 C -3.00823 0.30898 -0.38510  0.094
56 C -4.10848 3.75912 1.74563  0.001
57 C -2.48416 -2.20232 -7.26606  0.001
58 C 1.72009 -2.54956 -2.62272  -0.047
59 C -3.96438 -2.87963 -5.47062  0.001
60 C 1.91433 2.18359 5.64369  0.000
61 C 1.07979 2.55802 3.40810  0.158
62 C 2.25052 4.34433 4.60504  -0.016
63 C -1.15784 -1.01331 -3.91584  0.017
64 C 5.22344 3.23952 1.75341  0.250
65 H 2.88092 3.82062 6.60163  0.000
66 H 2.40616 -4.18230 -3.86607  0.002
67 H -0.68586 -0.37987 2.69746  0.035
68 H -0.68967 -1.13258 -6.70543  0.000
69 H 0.75269 -5.05448 -2.65908  -0.001
70 H -5.08056 4.23461 1.78350  0.000
71 H -4.33887 -3.23781 -7.54818  0.000
72 H -2.74166 -6.78464 3.01326  0.000
73 H 7.51779 1.84064 -0.35607  -0.005
74 H -3.56693 4.65352 -0.13380  0.000
75 H -2.39627 0.89812 -1.05190  -0.006
76 H 0.84508 0.72071 4.48621  0.005
77 H -2.26599 -2.16967 -8.32485  0.000
78 H 1.03918 -0.61779 2.32034  0.010
79 H 2.20284 0.87910 -0.17891  0.076
80 H -4.11736 -5.72314 3.18360  0.000
81 H 5.18670 3.95138 2.56863  0.014
82 H -5.04945 -1.96519 1.91672  0.000
83 H 0.10616 -4.17755 -4.07690  0.000
84 H -4.61775 1.69988 -0.30418  0.001
85 H 1.80088 6.72664 1.56828  0.001
86 H 2.05469 1.51005 6.47887  0.001
87 H 0.87038 4.45513 1.48010  0.011
88 H 0.91976 -5.42519 0.66721  0.000
89 H 7.35524 3.47521 1.50253  0.005
90 H -5.98781 0.24730 1.18776  -0.002
91 H 0.94870 -3.83641 -0.05015  0.002
92 H 5.35798 -1.30254 -2.78858  0.003
93 H -2.11159 1.74967 3.60806  -0.009
94 H 3.10320 2.83276 1.87136  0.019
95 H 2.97288 7.51754 3.60789  0.000
96 H -0.14422 -0.62755 1.01327  -0.115
97 H -1.32096 3.64327 -0.17067  0.002
98 H 3.32200 5.98495 5.49927  0.000
99 H 0.53139 -0.25020 -2.42073  0.004
100 H -4.35442 2.76101 3.63314  -0.001
101 H -0.93210 -4.49650 -2.67018  0.001
102 H -4.86457 -3.36590 -5.11908  0.000

***

Molecular formula: C46H38BrN4O3SSbTa
Method: DFT, wB97M-V/def2-TZVPD

The calculation puts the energy above the lowest of the compared OMol25 structures with the same formula, charge and spin at 0.066 eV. The charge is +1. As for the orbital gap: 6.962 eV. For the HOMO energy, the calculation gives -9.91 eV.

Last column: Löwdin charge in e.
Element x y z (Å)
1 Ta -0.93047 -0.49096 0.79756  1.664
2 Sb 2.27999 0.98931 -1.17787  1.402
3 Br -7.54556 -4.22644 -0.22769  0.753
4 S 1.33163 0.74881 0.93378  0.196
5 O -1.61427 0.78515 -0.55794  -0.257
6 O -1.52715 -2.72423 4.73885  -0.089
7 O -1.67860 -0.90547 2.61224  -0.236
8 N 0.42538 -2.17726 1.85103  -0.014
9 N -1.44311 1.49135 1.76863  -0.147
10 N -1.81463 2.52982 0.90900  0.119
11 N -1.86682 -2.17294 0.26412  -0.141
12 C -4.72685 -4.50019 -0.01346  -0.119
13 C 1.03070 3.65587 -2.02128  -0.118
14 C -3.16353 -2.66825 0.11803  -0.278
15 C -1.17649 0.89148 4.08198  -0.142
16 C 2.03959 -1.92651 -4.38117  -0.059
17 C 4.85799 0.77884 0.38996  -0.134
18 C -2.36398 2.87425 -1.42331  -0.179
19 C -2.77055 -3.15134 4.16508  -0.031
20 C 0.07814 -3.30399 1.20099  -0.232
21 C -0.74498 0.43572 6.39827  -0.062
22 C 5.12393 0.21468 -1.94156  -0.110
23 C -2.61109 2.25868 -2.64769  -0.027
24 C -1.90698 2.06208 -0.27970  -0.418
25 C 3.36324 3.77690 -1.41709  -0.106
26 C -5.53018 -2.23141 -0.06046  -0.117
27 C 1.02699 5.02005 -2.27035  -0.057
28 C -1.34043 -1.38526 4.90555  -0.238
29 C 0.41351 -4.55309 1.67406  0.012
30 C 2.18689 5.76129 -2.09265  -0.061
31 C 3.35151 5.14261 -1.66475  -0.065
32 C 1.49424 -1.19972 -5.43292  -0.058
33 C 2.20926 -1.33386 -3.14161  -0.146
34 C -0.98933 -0.91909 6.15894  0.027
35 C 0.16065 -1.78101 -0.67654  -0.273
36 C -1.39996 -0.46977 3.83678  -0.254
37 C -0.86514 1.34400 5.37192  -0.030
38 C 2.20062 3.03245 -1.59971  -0.350
39 C 1.30500 0.73180 -4.01194  -0.099
40 C 6.21514 0.57787 0.58966  -0.067
41 C 1.83491 -0.00374 -2.95682  -0.357
42 C -0.64574 -2.94031 -0.07504  -0.346
43 C -3.20931 4.38828 -3.58845  -0.070
44 C 1.13389 -2.25214 2.97017  -0.108
45 C -3.42283 -4.03760 0.09601  -0.020
46 C 4.31201 0.59949 -0.87902  -0.371
47 C 1.14890 -4.63230 2.85264  -0.031
48 C -3.03251 3.01883 -3.72921  -0.065
49 C -2.96846 4.99982 -2.36345  -0.074
50 C -4.22894 -1.77168 0.03735  -0.023
51 C 7.02502 0.19293 -0.47061  -0.064
52 C 6.48117 0.01026 -1.73328  -0.066
53 C -1.37684 1.83155 3.01011  -0.038
54 C -5.77328 -3.59772 -0.08763  -0.706
55 C 1.52530 -3.47042 3.50243  -0.032
56 C 1.13101 0.12381 -5.24979  -0.061
57 C -2.54552 4.24798 -1.28104  -0.030
58 H -3.60733 -2.70780 4.70887  0.103
59 H 0.11230 3.09941 -2.15183  0.083
60 H -1.52537 2.88254 3.24527  0.145
61 H -0.48840 0.76671 7.39449  0.110
62 H 8.08297 0.03365 -0.31042  0.111
63 H -2.61527 -4.75147 0.18512  0.104
64 H 0.71431 0.69323 -6.06981  0.113
65 H -2.35301 4.71357 -0.32397  0.117
66 H 2.18220 6.82595 -2.28521  0.112
67 H 0.11384 5.49932 -2.59533  0.105
68 H -4.92541 -5.56289 -0.02979  0.105
69 H 2.33416 -2.95723 -4.52646  0.114
70 H -3.23215 2.54265 -4.67991  0.108
71 H 4.28222 3.30586 -1.09039  0.096
72 H 4.71501 0.08048 -2.93560  0.101
73 H 4.23178 1.06263 1.22796  0.076
74 H 1.39286 -1.31413 3.44731  0.119
75 H 2.63932 -1.91190 -2.33319  0.104
76 H 1.35806 -1.66880 -6.39815  0.113
77 H 7.11244 -0.29054 -2.55855  0.111
78 H -2.79674 -4.23099 4.28901  0.096
79 H -0.72131 2.40277 5.54477  0.118
80 H -0.84214 -3.79953 -0.72205  0.142
81 H -2.47262 1.19139 -2.74918  0.115
82 H 0.11347 -5.44026 1.13315  0.120
83 H 6.63969 0.71799 1.57472  0.111
84 H -3.11379 6.06677 -2.25604  0.110
85 H -4.04022 -0.70384 0.03550  0.103
86 H -2.83127 -2.89577 3.10948  0.070
87 H 1.42921 -5.59624 3.25613  0.117
88 H 2.09969 -3.49743 4.41691  0.116
89 H 1.23989 -1.91789 -0.61668  0.032
90 H 4.25477 5.72096 -1.52410  0.112
91 H -0.17214 -1.62179 -1.70366  0.064
92 H -0.92100 -1.64583 6.95849  0.129
93 H -6.35137 -1.53128 -0.12307  0.105
94 H 1.03142 1.77127 -3.89380  0.089
95 H -3.54319 4.97919 -4.43111  0.108

***

Molecular formula: C46H39BO15
Method: DFT, wB97M-V/def2-TZVPD

As for the orbital gap: 7.738 eV. For the HOMO energy, the calculation gives -9.49 eV.

Last column: Löwdin charge in e.
Element x y z (Å)
1 O 9.20601 -0.12625 3.95529  0.113
2 O -2.13750 3.40259 -2.35089  0.107
3 O 0.32559 6.36765 -12.81449  0.111
4 O 1.00483 -0.18283 5.93979  -0.188
5 O -5.66884 -6.82940 -3.11020  0.113
6 O -3.93272 6.03547 0.35216  0.104
7 O 0.09401 -4.56836 1.10458  0.108
8 O -2.03750 -2.99934 -3.51972  0.089
9 O 4.04640 -1.28741 4.09638  0.076
10 O -1.13010 3.40966 -8.67802  0.090
11 O -2.76512 -0.14608 0.61872  0.087
12 O -0.57314 -4.17754 5.19465  0.078
13 O 0.32618 2.95155 0.95153  0.081
14 O 4.25846 -6.07334 4.14798  0.107
15 O 1.39444 2.14679 -6.08697  0.103
16 C -0.80238 4.08882 -9.62822  -0.369
17 C 8.02554 -0.39250 3.98702  -0.383
18 C -2.96387 5.32268 0.50374  -0.384
19 C -3.08041 3.84679 0.55576  0.017
20 C 3.15131 -5.64089 4.38635  -0.374
21 C 1.35568 0.43477 4.71059  -0.094
22 C -4.11922 -3.67256 -2.64723  0.019
23 C 0.62557 4.21028 -10.01438  0.028
24 C 5.80218 0.02526 4.94080  0.029
25 C 0.99412 4.95441 -11.05319  0.024
26 C -2.87335 -3.87487 -3.42953  -0.384
27 C -0.65803 3.65792 0.84603  -0.396
28 C -0.00719 5.69079 -11.86730  -0.385
29 C 0.95502 2.45214 -3.79738  0.024
30 C -4.83987 -5.95248 -3.20553  -0.384
31 C -1.70765 3.08215 -4.64535  0.027
32 C -1.84039 1.32606 5.77353  -0.224
33 C -0.29504 -0.74927 5.99378  -0.245
34 C 6.15231 -1.73804 3.14315  0.026
35 C -1.60300 5.90902 0.64464  0.024
36 C -2.01120 3.07542 0.72311  0.009
37 C -0.53231 5.13657 0.80333  0.018
38 C 7.44900 -1.44505 3.10920  0.027
39 C -1.04804 -2.82204 2.18612  0.036
40 C 0.80803 -6.08150 4.98442  0.026
41 C 7.09867 0.31914 4.90574  0.026
42 C 1.65824 -3.71457 4.64507  0.032
43 C -5.03067 -4.63530 -2.54339  0.027
44 C -1.33263 3.11267 -3.21152  -0.369
45 C -0.82572 2.76353 -5.58963  0.029
46 C 5.23167 -1.02382 4.06096  -0.362
47 C -2.13197 -1.17522 0.73321  -0.369
48 C 0.06927 2.76894 -2.85724  0.031
49 C 0.53503 -4.62331 4.96776  -0.384
50 C -1.67314 -1.92338 -0.46372  0.018
51 C -2.68195 -5.18835 -4.09346  0.023
52 C 0.57832 2.42764 -5.23515  -0.377
53 C 2.87149 -4.18453 4.37573  0.036
54 C -1.80600 4.82242 -10.43748  0.022
55 C -0.94591 -3.03073 -0.34593  0.026
56 C -0.57036 -3.56012 0.98910  -0.372
57 C -1.43666 5.56607 -11.47617  0.023
58 C -1.32366 0.17002 6.64514  -0.197
59 C -1.77362 -1.71360 2.06859  0.032
60 C -3.59283 -6.15154 -3.98953  0.024
61 C 2.02200 -6.55395 4.71374  0.027
62 B -1.08616 2.68429 5.85292  -0.001
63 H 0.47725 0.62650 4.08674  0.084
64 H 1.44379 -2.65149 4.65352  0.108
65 H 8.14656 -1.94888 2.45250  0.124
66 H -1.39695 3.58490 5.13798  0.021
67 H -2.83824 4.71291 -10.13031  0.122
68 H -5.94798 -4.51639 -1.98096  0.124
69 H 2.25172 -7.61183 4.71431  0.122
70 H 1.32777 3.66069 -9.39988  0.125
71 H -2.07122 1.99626 0.74740  0.092
72 H 2.04550 -0.21239 4.17937  0.053
73 H -4.07709 3.44281 0.43401  0.127
74 H -2.14327 6.11379 -12.08654  0.122
75 H -0.21349 -1.67685 6.56612  0.115
76 H -0.58970 -3.58524 -1.20496  0.118
77 H 0.47051 5.53314 0.90098  0.119
78 H -2.15181 -0.46607 6.97737  0.111
79 H -0.03291 -6.72149 5.21933  0.122
80 H -2.88244 1.56768 6.03680  0.107
81 H 3.69128 -3.51641 4.15318  0.091
82 H -1.94404 -1.51202 -1.42808  0.110
83 H -1.06961 2.73973 -6.63634  0.084
84 H 0.31834 2.78910 -1.80252  0.109
85 H -0.20909 2.86305 6.64552  0.035
86 H -1.88743 1.03366 4.71285  0.091
87 H 5.10246 0.52234 5.60073  0.125
88 H -2.73637 3.33502 -4.86995  0.122
89 H -0.76509 -3.24883 3.13908  0.087
90 H -4.23568 -2.70454 -2.17619  0.119
91 H -1.54672 6.98949 0.60366  0.120
92 H 2.02659 5.06380 -11.35962  0.123
93 H -0.61506 -1.03155 4.97863  0.103
94 H 1.85482 1.38620 4.91390  0.093
95 H -2.12885 -1.15222 2.92456  0.113
96 H 7.54540 1.07886 5.53426  0.123
97 H -0.85590 0.58188 7.54514  0.111
98 H 5.70808 -2.50112 2.51619  0.124
99 H 1.98301 2.19898 -3.57094  0.122
100 H -1.76463 -5.30577 -4.65622  0.123
101 H -3.48001 -7.11930 -4.46124  0.123